<one>
DFT (the ωB97M-V functional and the def2-TZVPD basis) results for C30H29F5IrN2O4P2S2 as an isolated structure.

Summary:
HOMO energy (spin up / spin down)   -0.4907 / -0.5359 Eh
Spin multiplicity   2
Frontier orbital gap (spin up / spin down)   6.66 / 7.50 eV
Total charge   +2

Atoms and positions in Å:
1 Ir 0.400 -0.692 -0.417
2 C 0.455 -1.246 3.038
3 P 0.229 -0.005 1.720
4 C -1.246 0.891 2.233
5 C 1.647 1.109 1.964
6 C 1.651 2.130 2.910
7 C 2.777 2.928 3.057
8 C 3.902 2.701 2.274
9 C 3.905 1.677 1.337
10 C 2.772 0.887 1.170
11 P 2.635 -0.443 -0.057
12 C 3.670 0.073 -1.450
13 C 3.552 -1.838 0.640
14 H 0.821 -0.748 3.936
15 H 1.178 -1.999 2.730
16 H -0.482 -1.747 3.290
17 H -1.208 1.042 3.312
18 H -2.136 0.305 1.995
19 H -1.325 1.847 1.718
20 H 0.788 2.311 3.538
21 H 2.774 3.731 3.782
22 H 4.776 3.328 2.387
23 H 4.790 1.514 0.735
24 H 4.712 0.154 -1.139
25 H 3.334 1.029 -1.851
26 H 3.613 -0.686 -2.230
27 H 4.496 -1.466 1.040
28 H 3.757 -2.572 -0.141
29 H 2.992 -2.326 1.434
30 O -2.875 -3.077 5.031
31 C -3.503 -4.053 4.221
32 N -3.130 -3.706 2.872
33 C -2.743 -4.618 1.949
34 O -2.747 -5.816 2.108
35 C -2.230 -4.040 0.652
36 C -2.416 -4.737 -0.535
37 C -1.856 -4.233 -1.695
38 C -1.093 -3.082 -1.631
39 N -0.880 -2.418 -0.483
40 C -1.462 -2.897 0.634
41 H -3.103 -3.240 5.953
42 H -4.590 -4.024 4.342
43 H -3.144 -5.064 4.415
44 H -3.237 -2.739 2.618
45 H -2.981 -5.660 -0.527
46 H -1.989 -4.731 -2.644
47 H -0.609 -2.688 -2.513
48 H -1.266 -2.356 1.544
49 F 4.010 0.261 -6.875
50 C 3.070 0.226 -5.958
51 C 2.869 -0.933 -5.218
52 F 3.614 -2.002 -5.437
53 C 1.904 -0.947 -4.230
54 F 1.760 -2.050 -3.486
55 C 1.120 0.169 -3.969
56 S -0.133 0.112 -2.718
57 C 1.305 1.304 -4.753
58 F 0.536 2.371 -4.554
59 C 2.283 1.349 -5.728
60 F 2.469 2.444 -6.438
61 O -5.071 5.713 -0.801
62 C -4.148 5.315 0.085
63 O -4.193 5.655 1.229
64 C -3.051 4.407 -0.408
65 C -3.264 3.414 -1.354
66 C -2.250 2.523 -1.686
67 C -1.020 2.647 -1.062
68 S 0.415 1.617 -1.353
69 C -0.789 3.651 -0.125
70 C -1.811 4.516 0.212
71 H -4.853 5.453 -1.705
72 H -4.232 3.300 -1.825
73 H -2.436 1.747 -2.414
74 H 0.187 3.749 0.342
75 H -1.667 5.280 0.965

=====

<two>
DFT (the ωB97M-V functional and the def2-TZVPD basis) results for C30H29F5IrN2O4P2S2 as an isolated structure.

Summary:
HOMO energy (spin up / spin down)   -0.5068 / -0.5053 Eh
Spin multiplicity   2
Frontier orbital gap (spin up / spin down)   7.19 / 5.04 eV
Total charge   +2

Atoms and positions in Å:
1 Ir -0.624 0.828 -0.462
2 C -1.467 1.429 2.847
3 P -0.195 0.659 1.833
4 C 1.363 1.340 2.434
5 C -0.210 -1.099 2.251
6 C 0.386 -1.559 3.421
7 C 0.356 -2.911 3.737
8 C -0.273 -3.807 2.886
9 C -0.864 -3.352 1.715
10 C -0.830 -2.000 1.393
11 P -1.527 -1.377 -0.149
12 C -1.369 -2.671 -1.393
13 C -3.314 -1.201 0.112
14 H -1.256 1.252 3.903
15 H -2.447 1.012 2.614
16 H -1.477 2.493 2.653
17 H 1.309 1.449 3.518
18 H 1.501 2.326 1.989
19 H 2.204 0.693 2.189
20 H 0.886 -0.872 4.093
21 H 0.830 -3.262 4.643
22 H -0.293 -4.862 3.124
23 H -1.338 -4.064 1.050
24 H -2.027 -3.508 -1.159
25 H -0.339 -3.022 -1.442
26 H -1.657 -2.261 -2.360
27 H -3.707 -2.095 0.600
28 H -3.806 -1.083 -0.855
29 H -3.538 -0.334 0.733
30 O 4.897 -2.352 3.234
31 C 5.389 -2.705 1.955
32 N 4.922 -1.689 1.044
33 C 3.895 -1.904 0.190
34 O 3.375 -2.973 -0.044
35 C 3.349 -0.666 -0.483
36 C 4.057 0.177 -1.326
37 C 3.378 1.230 -1.920
38 C 2.037 1.423 -1.655
39 N 1.353 0.600 -0.841
40 C 2.007 -0.429 -0.278
41 H 5.374 -2.853 3.906
42 H 4.990 -3.657 1.609
43 H 6.479 -2.731 1.942
44 H 5.202 -0.741 1.239
45 H 5.109 0.012 -1.523
46 H 3.877 1.919 -2.587
47 H 1.487 2.252 -2.081
48 H 1.425 -1.119 0.319
49 F 2.570 -0.514 -7.022
50 C 1.747 -0.181 -6.063
51 C 1.757 -0.909 -4.869
52 F 2.584 -1.929 -4.733
53 C 0.899 -0.556 -3.861
54 F 0.889 -1.287 -2.752
55 C 0.000 0.528 -3.993
56 S -1.144 1.000 -2.826
57 C 0.001 1.220 -5.230
58 F -0.828 2.226 -5.409
59 C 0.870 0.883 -6.243
60 F 0.879 1.554 -7.376
61 O -7.008 2.760 0.974
62 C -5.955 2.988 1.776
63 O -6.077 3.102 2.958
64 C -4.595 3.061 1.131
65 C -4.227 2.251 0.080
66 C -2.922 2.297 -0.426
67 C -1.971 3.154 0.149
68 S -0.298 3.188 -0.386
69 C -2.370 3.981 1.221
70 C -3.655 3.937 1.697
71 H -6.776 2.843 0.042
72 H -4.939 1.568 -0.370
73 H -2.707 1.692 -1.292
74 H -1.647 4.650 1.672
75 H -3.958 4.555 2.533

=====

Computed relative energies in units of hartree: <one> 0.0102; <two> 0.0000

=====

<one>
DFT (the ωB97M-V functional and the def2-TZVPD basis) results for an isolated molecule of C4H4OS2.

Summary:
HOMO energy   -0.3371 Eh
SMILES string   S=C1SC[C@@H]2O[C@@H]12
Frontier orbital gap   7.87 eV

Atoms and positions in Å:
1 C 1.388 0.171 0.899
2 C -1.296 -0.247 0.256
3 C -0.263 0.172 -0.785
4 C 0.957 -0.504 -0.337
5 H -1.647 -1.208 0.233
6 H -2.200 0.366 0.004
7 H -0.281 1.257 -0.774
8 H 0.637 -1.496 -0.210
9 O 0.501 -0.233 -1.905
10 S 2.538 1.325 0.949
11 S -0.336 0.397 1.670

=====

<two>
DFT (the ωB97M-V functional and the def2-TZVPD basis) results for a 2-piece molecular cluster, C4H4OS2 overall.

Summary:
HOMO energy   -0.3338 Eh
Frontier orbital gap   6.78 eV

Atoms and positions in Å:
1 C 1.237 0.900 1.518
2 C 0.873 0.266 0.246
3 C -0.751 -0.015 0.127
4 C -1.704 1.159 -0.262
5 H 2.305 1.088 1.508
6 H 0.887 -0.140 2.227
7 H 0.689 1.916 1.907
8 H -3.180 1.284 0.129
9 O -0.840 2.153 -0.834
10 S 1.944 -0.593 -0.728
11 S -1.438 -1.609 0.173

=====

<three>
DFT (the ωB97M-V functional and the def2-TZVPD basis) results for C4H4OS2 as an isolated structure.

Summary:
HOMO energy   -0.3265 Eh
Frontier orbital gap   7.67 eV

Atoms and positions in Å:
1 C 0.740 1.707 -0.052
2 C -0.067 0.360 0.252
3 C -1.653 0.411 -0.025
4 C 0.626 -0.963 0.002
5 H 1.851 1.405 -0.365
6 H -0.100 0.399 1.360
7 H -1.762 1.499 -0.409
8 H -0.188 -2.034 -0.044
9 O 0.225 2.766 -0.035
10 S -2.392 -0.957 -0.044
11 S 2.424 -1.073 -0.038

=====

Computed relative energies in units of hartree: <one> 0.0499; <two> 0.0949; <three> 0.0000